# 1
# C21H23N3PtS3

C21H23N3PtS3 as an isolated structure (the ωB97M-V functional and the def2-TZVPD basis, the Open Molecules 2025 dataset).

XYZ file:
```
51
Properties=species:S:1:pos:R:3:mulliken_charge:R:1
Pt 0.326 0.218 -0.972 1.56
C 1.471 0.195 2.049 -1.22
N 0.149 0.260 1.415 0.07
C -0.633 -0.962 1.658 -0.64
C -1.801 -1.093 0.683 -1.15
N -1.361 -1.417 -0.678 0.68
C -0.927 -2.813 -0.808 -1.43
C -2.347 -1.136 -1.708 -0.29
C -3.669 -1.527 -1.528 -0.23
C -4.605 -1.376 -2.536 -0.93
C -4.212 -0.829 -3.751 -0.51
C -2.902 -0.432 -3.938 -0.63
C -1.941 -0.578 -2.928 0.72
S -0.296 -0.100 -3.284 -0.53
C -0.551 1.456 1.867 -0.56
C -0.935 1.572 3.200 -0.27
C -1.591 2.698 3.664 -0.92
C -1.862 3.737 2.782 -0.53
C -1.475 3.638 1.461 -0.47
C -0.809 2.503 0.976 0.77
S -0.341 2.483 -0.711 -0.55
H 1.399 0.146 3.141 0.38
H 2.034 1.086 1.774 0.32
H 2.009 -0.682 1.688 0.36
H -1.034 -0.979 2.677 0.34
H 0.036 -1.818 1.553 0.63
H -2.348 -0.149 0.650 0.53
H -2.471 -1.868 1.078 0.44
H -1.733 -3.497 -0.520 0.33
H -0.048 -3.008 -0.194 0.35
H -0.663 -3.001 -1.848 0.35
H -3.973 -1.970 -0.585 0.29
H -5.627 -1.696 -2.377 0.38
H -4.933 -0.713 -4.551 0.37
H -2.590 0.005 -4.877 0.41
H -0.706 0.775 3.897 0.29
H -1.887 2.763 4.702 0.37
H -2.368 4.630 3.129 0.38
H -1.681 4.438 0.762 0.41
S 2.176 -1.651 -1.056 -0.48
C 3.571 -0.720 -0.835 0.45
N 4.702 -1.368 -0.422 -0.05
C 5.874 -0.747 -0.135 -0.24
C 5.986 0.596 -0.279 -0.60
C 4.873 1.320 -0.760 -0.37
C 3.704 0.674 -1.049 -0.47
H 4.618 -2.368 -0.303 0.23
H 6.682 -1.375 0.208 0.40
H 6.915 1.092 -0.043 0.38
H 4.952 2.390 -0.900 0.43
H 2.842 1.199 -1.438 0.47
```

The lowest unoccupied orbital energy (spin up / spin down) is -0.469 / -0.573 eV. The calculation puts the HOMO energy (spin up / spin down) at -5.6 / -6.5 eV. The gap between HOMO and LUMO (spin up / spin down) is 5.2 / 5.9 eV. The spin multiplicity is 3.

=====

# 2
# C8H14CuF6N5O6S2

C8H14CuF6N5O6S2 as an isolated structure at a distorted geometry (the ωB97M-V functional and the def2-TZVPD basis, the Open Molecules 2025 dataset).

XYZ file:
```
42
Properties=species:S:1:pos:R:3:mulliken_charge:R:1
Cu -0.664 -0.082 -2.283 -0.14
F 0.033 -1.422 -4.463 -0.16
C -1.151 -1.751 -4.974 0.72
F -1.267 -1.151 -6.160 -0.24
F -1.191 -3.069 -5.146 -0.25
S -2.626 -1.212 -3.939 1.20
O -2.253 0.096 -3.405 -0.58
O -3.682 -1.235 -4.891 -0.64
N -2.840 -2.321 -2.849 -0.52
S -1.961 -2.362 -1.545 1.44
O -2.495 -1.639 -0.424 -0.72
O -0.540 -2.259 -1.792 -0.59
C -2.210 -4.127 -1.044 0.45
F -3.498 -4.382 -0.821 -0.22
F -1.749 -4.957 -1.973 -0.22
F -1.529 -4.327 0.091 -0.21
N -1.124 0.966 -0.363 -0.56
C 0.152 1.038 0.350 0.82
C 0.548 2.522 0.463 -1.14
C 1.954 2.916 0.943 -0.96
C 2.252 2.709 2.435 -0.84
N 2.253 1.296 2.774 -0.08
C 1.709 0.718 3.812 0.88
N 1.487 -0.602 3.747 -0.36
N 1.347 1.403 4.918 -0.41
C 1.246 0.224 -0.424 0.79
O 2.159 -0.309 0.276 -0.89
O 1.180 0.177 -1.663 -0.72
H -1.553 1.867 -0.515 0.22
H -1.786 0.322 0.045 0.28
H 0.034 0.599 1.343 0.17
H -0.186 3.024 1.100 0.40
H 0.437 2.923 -0.549 0.54
H 2.063 3.985 0.756 0.38
H 2.708 2.397 0.345 0.38
H 1.516 3.245 3.043 0.46
H 3.235 3.134 2.652 0.31
H 2.397 0.608 1.947 0.16
H 1.690 -1.069 2.869 0.22
H 1.152 -1.133 4.528 0.18
H 1.706 2.331 5.049 0.23
H 1.046 0.911 5.739 0.21
```

The lowest unoccupied orbital energy is -0.606 eV. The calculation puts the HOMO energy at -7.4 eV. Its energy above the lowest of the compared OMol25 structures with the same formula, charge and spin is 0.00 kcal per mole. The gap between HOMO and LUMO is 6.8 eV. The spin multiplicity is 1.

=====

# 3
# C3H5N3O

One molecule with the formula C3H5N3O at a distorted geometry (the ωB97M-V functional and the def2-TZVPD basis, the Open Molecules 2025 dataset).

XYZ file:
```
12
Properties=species:S:1:pos:R:3:mulliken_charge:R:1
O -2.128 1.070 0.206 -0.51
C -1.722 -0.266 -0.009 -0.37
C -0.184 -0.337 -0.040 0.61
N 0.610 -1.162 0.704 -0.61
C 1.858 -0.646 0.502 0.03
N 1.751 0.393 -0.331 0.17
N 0.480 0.606 -0.699 -0.66
H -1.709 1.593 -0.490 0.33
H -2.174 -0.662 -0.934 0.20
H -2.152 -0.839 0.821 0.27
H 2.898 -0.803 0.862 0.33
H 2.471 1.053 -0.590 0.22
```

The lowest unoccupied orbital energy is 0.787 eV. The calculation puts the HOMO energy at -10.1 eV. Its energy above the lowest of the compared OMol25 structures with the same formula, charge and spin is 34.07 kcal per mole. The gap between HOMO and LUMO is 10.9 eV. As for the SMILES: OCc1nc[nH]n1. The spin multiplicity is 1.

=====

# 4
# C5H6O

One molecule with the formula C5H6O (the ωB97M-V functional and the def2-TZVPD basis, the Open Molecules 2025 dataset).

XYZ file:
```
12
Properties=species:S:1:pos:R:3:mulliken_charge:R:1
C -2.637 -0.015 -0.117 -0.61
C -1.310 -0.012 0.165 -0.09
C -0.153 0.005 -0.698 -0.49
C 1.094 0.548 -0.193 0.23
C 2.197 -0.454 0.003 -0.35
O 2.238 0.429 -1.066 -0.37
H -3.300 -0.385 0.667 0.23
H -1.120 -0.165 1.237 0.24
H -3.105 0.382 -1.019 0.28
H 1.165 1.438 0.442 0.42
H 2.022 -1.504 -0.232 0.27
H 2.908 -0.266 0.812 0.25
```

The lowest unoccupied orbital energy (spin up / spin down) is -0.838 / -0.882 eV. The calculation puts the HOMO energy (spin up / spin down) at -8.3 / -8.5 eV. Its energy above the lowest of the compared OMol25 structures with the same formula, charge and spin is 121.32 kcal per mole. The gap between HOMO and LUMO (spin up / spin down) is 7.4 / 7.6 eV. The spin multiplicity is 1.

=====

# 5
# C31H63N2O10

A 9-piece molecular cluster, C31H63N2O10 overall at a distorted geometry (the ωB97M-V functional and the def2-TZVPD basis, the Open Molecules 2025 dataset).

XYZ file:
```
106
Properties=species:S:1:pos:R:3:mulliken_charge:R:1
O -2.635 0.243 -3.781 -0.53
C -2.517 1.062 -2.862 0.07
O -3.634 1.322 -1.996 -0.38
C -1.133 1.817 -2.671 0.45
C -1.292 3.437 -2.710 -0.92
C -0.660 3.980 -1.353 0.76
C -1.039 5.519 -1.030 -0.72
N -0.678 5.676 0.442 0.17
C 0.764 5.386 0.713 -0.65
C 1.566 4.570 -0.386 -0.29
N 0.810 3.943 -1.489 -0.32
H -3.289 1.232 -1.082 0.21
H -0.741 1.521 -1.622 -0.16
H -0.393 1.437 -3.453 0.36
H -2.359 3.762 -2.913 0.27
H -0.674 3.768 -3.621 0.32
H -1.057 3.335 -0.495 0.07
H -2.126 5.778 -1.257 0.14
H -0.332 6.227 -1.587 0.34
H -0.966 6.620 0.738 0.43
H -1.260 4.962 0.929 0.29
H 1.294 6.400 0.834 0.30
H 0.886 4.859 1.720 0.29
H 2.346 5.274 -0.860 0.03
H 2.198 3.784 0.164 0.21
H 1.169 3.029 -1.779 0.39
C 5.603 4.281 -1.108 -1.13
C 5.140 3.392 0.014 0.94
O 4.240 3.732 0.762 -0.58
C 5.832 2.065 0.177 -1.16
H 5.018 5.203 -1.105 0.26
H 6.656 4.536 -0.970 0.39
H 5.459 3.777 -2.066 0.31
H 6.895 2.221 0.372 0.36
H 5.697 1.463 -0.724 0.33
H 5.396 1.531 1.024 0.30
C 1.578 -1.817 0.811 -0.97
C 0.628 -1.234 -0.198 0.59
O 0.498 -0.026 -0.325 -0.47
C -0.156 -2.197 -1.047 -0.95
H 2.075 -1.006 1.351 0.37
H 1.029 -2.429 1.526 0.23
H 2.335 -2.416 0.305 0.32
H -0.782 -2.827 -0.412 0.29
H 0.526 -2.814 -1.635 0.31
H -0.800 -1.638 -1.730 0.23
C 1.889 -6.919 0.351 -1.00
C 1.715 -5.610 1.073 0.77
O 1.368 -4.602 0.479 -0.47
C 1.986 -5.593 2.552 -0.56
H 1.661 -6.781 -0.708 0.34
H 2.922 -7.261 0.446 0.26
H 1.206 -7.663 0.764 0.22
H 3.023 -5.875 2.743 0.05
H 1.306 -6.279 3.062 0.23
H 1.821 -4.584 2.938 0.25
C 6.723 -7.642 3.848 -1.07
C 6.365 -6.585 2.837 0.75
O 5.206 -6.292 2.612 -0.53
C 7.497 -5.905 2.115 -1.10
H 5.809 -8.045 4.289 0.25
H 7.264 -8.454 3.360 0.33
H 7.332 -7.205 4.642 0.34
H 8.073 -6.641 1.550 0.34
H 8.141 -5.392 2.832 0.33
H 7.092 -5.169 1.418 0.27
C -4.699 7.263 -3.631 -1.03
C -4.363 7.797 -2.264 0.91
O -4.147 7.047 -1.327 -0.61
C -4.305 9.292 -2.099 -1.18
H -4.706 6.172 -3.602 0.23
H -5.689 7.612 -3.933 0.38
H -3.947 7.590 -4.352 0.31
H -5.278 9.730 -2.333 0.35
H -3.536 9.708 -2.752 0.33
H -4.053 9.532 -1.064 0.31
C 1.707 -10.490 3.676 -1.07
C 0.549 -9.537 3.545 0.79
O 0.669 -8.471 2.970 -0.47
C -0.764 -9.954 4.152 -1.15
H 2.586 -10.059 3.193 0.25
H 1.933 -10.656 4.732 0.34
H 1.467 -11.436 3.188 0.34
H -0.648 -10.096 5.228 0.34
H -1.114 -10.877 3.684 0.34
H -1.507 -9.172 3.981 0.28
C -1.456 1.315 2.238 -0.90
C -2.626 2.251 2.095 0.65
O -2.519 3.315 1.505 -0.54
C -3.932 1.827 2.707 -1.27
H -0.581 1.749 1.749 0.16
H -1.227 1.164 3.295 0.50
H -1.684 0.359 1.761 0.26
H -3.813 1.699 3.785 0.37
H -4.271 0.894 2.251 0.34
H -4.684 2.597 2.527 0.33
C -5.673 1.336 -4.337 -0.79
C -6.824 2.297 -4.463 0.80
O -6.702 3.359 -5.044 -0.58
C -8.135 1.893 -3.841 -1.11
H -4.795 1.757 -4.830 0.19
H -5.439 1.175 -3.285 0.19
H -5.924 0.389 -4.818 0.35
H -8.009 1.755 -2.765 0.29
H -8.496 0.971 -4.300 0.33
H -8.873 2.680 -4.009 0.31
```

The lowest unoccupied orbital energy is -2.069 eV. The calculation puts the HOMO energy at -10.6 eV. The gap between HOMO and LUMO is 8.6 eV. The charge is +1. The spin multiplicity is 1.

=====

# 6
# C27H31ClF3IN2O4S

A 2-piece molecular cluster, C27H31ClF3IN2O4S overall at a distorted geometry (the ωB97M-V functional and the def2-TZVPD basis, the Open Molecules 2025 dataset).

XYZ file:
```
70
Properties=species:S:1:pos:R:3:mulliken_charge:R:1
C 4.989 -0.065 0.673 -1.01
C 4.986 -1.544 1.246 -0.34
I 6.293 -2.784 -0.003 0.01
C 3.531 -2.198 1.233 -1.42
C 2.390 -1.146 1.048 0.59
C 1.868 -0.496 2.249 -0.72
C 0.785 0.459 2.097 0.47
C 0.229 0.797 0.773 -0.92
C 0.773 0.126 -0.403 0.83
O 0.282 0.364 -1.717 -0.35
N 0.821 1.569 -2.163 0.02
O 1.117 1.452 -3.296 -0.26
C 1.854 -0.864 -0.271 1.14
C 2.380 -1.539 -1.589 -1.23
C 1.321 -2.480 -2.274 -0.61
C 0.835 -3.649 -1.388 0.24
F 1.752 -4.640 -1.095 -0.34
C -0.428 -3.767 -0.927 0.29
F -1.288 -2.724 -0.980 -0.17
F -0.794 -4.982 -0.416 -0.24
N -0.825 1.754 0.556 -0.27
C -1.921 1.634 1.496 0.18
C -3.289 1.736 0.965 -0.17
C -4.429 1.595 1.856 0.20
C -5.932 1.642 1.388 -0.53
C -6.053 2.125 -0.108 -0.62
O -5.552 3.475 -0.137 -0.51
C -4.190 1.392 3.288 -1.23
C -2.841 1.295 3.870 0.21
C -2.730 1.110 5.414 -1.21
C -1.972 -0.196 5.896 0.26
C -1.850 -1.334 4.820 -0.98
Cl -0.373 0.262 6.659 -0.18
C -1.732 1.422 2.931 0.79
S -0.004 1.328 3.501 -0.21
H 4.554 -0.021 -0.363 0.20
H 4.489 0.644 1.377 0.28
H 6.079 0.217 0.599 0.45
H 5.362 -1.581 2.300 0.49
H 3.327 -2.800 2.151 0.48
H 3.488 -2.886 0.347 0.23
H 2.244 -0.675 3.281 0.41
H 2.563 -0.690 -2.310 0.42
H 3.371 -2.036 -1.442 0.37
H 1.824 -2.941 -3.170 0.49
H 0.456 -1.879 -2.660 0.22
H -1.256 1.587 -0.360 0.30
H -3.472 1.916 -0.120 0.16
H -6.407 0.634 1.518 0.33
H -6.447 2.421 2.008 0.35
H -7.155 2.089 -0.358 0.35
H -5.503 1.445 -0.807 0.33
H -5.358 3.709 -1.060 0.31
H -5.061 1.313 3.976 0.23
H -2.227 2.011 5.862 0.40
H -3.787 1.116 5.806 0.26
H -2.586 -0.621 6.738 0.41
H -0.840 -1.323 4.324 0.11
H -1.875 -2.311 5.387 0.36
H -2.697 -1.377 4.096 0.30
C 3.223 1.503 -8.341 -1.09
C 2.757 0.486 -7.331 0.71
C 2.123 1.007 -6.067 -0.77
O 2.888 -0.703 -7.527 -0.56
H 3.658 0.988 -9.198 0.31
H 2.377 2.102 -8.684 0.31
H 3.984 2.148 -7.897 0.31
H 1.228 1.583 -6.309 0.33
H 2.835 1.629 -5.522 0.32
H 1.837 0.167 -5.434 0.15
```

The lowest unoccupied orbital energy is -0.565 eV. The calculation puts the HOMO energy at -7.8 eV. The gap between HOMO and LUMO is 7.3 eV. As for the SMILES: C[C@H](I)Cc1cc2c(c(ON=O)c1CCC(F)=C(F)F)Nc1cc(CCO)cc(C[C@@H](C)Cl)c1S2.CC(C)=O. The spin multiplicity is 1.

=====

# 7
# C5H13N5O2

C5H13N5O2 as an isolated structure at a distorted geometry (the ωB97M-V functional and the def2-TZVPD basis, the Open Molecules 2025 dataset).

XYZ file:
```
25
Properties=species:S:1:pos:R:3:mulliken_charge:R:1
C -1.843 1.524 -0.218 0.20
C -1.738 -0.759 0.491 0.51
C -0.265 1.466 -0.124 -0.91
C 0.252 0.141 -0.622 0.62
C 0.791 0.270 -2.042 -1.30
N -2.336 0.464 0.457 -0.06
N -0.566 -0.975 -0.232 0.68
N 1.864 -0.070 0.306 -0.44
N 0.030 -2.221 -0.191 -0.97
N 1.870 0.302 1.652 -0.25
O -2.462 2.448 -0.564 -0.38
O -2.303 -1.771 1.058 -0.43
H 0.256 2.403 -0.592 0.38
H -0.178 1.455 0.930 0.43
H 1.502 -0.572 -2.446 0.33
H 1.408 1.211 -2.134 0.42
H -0.004 0.282 -2.869 0.35
H -3.293 0.497 0.955 0.37
H 2.565 0.422 -0.216 0.30
H -0.478 -2.972 -0.719 0.28
H -1.717 -2.492 1.445 0.43
H 1.059 -2.168 -0.480 0.35
H 1.226 -0.371 2.210 0.36
H 1.567 1.281 1.854 0.34
H 2.791 0.202 2.088 0.39
```

The lowest unoccupied orbital energy is -8.070 eV. The calculation puts the HOMO energy at -17.7 eV. Its energy above the lowest of the compared OMol25 structures with the same formula, charge and spin is 3.29 kcal per mole. The gap between HOMO and LUMO is 9.6 eV. The charge is +2. The spin multiplicity is 1.

=====

# 8
# C4H12O

A 2-piece molecular cluster, C4H12O overall at a distorted geometry (the ωB97M-V functional and the def2-TZVPD basis, the Open Molecules 2025 dataset).

XYZ file:
```
17
Properties=species:S:1:pos:R:3:mulliken_charge:R:1
C 0.100 0.904 -1.905 -0.98
C -0.950 0.746 -0.850 0.22
O -1.292 2.148 -0.490 -0.57
H -0.301 1.022 -2.907 0.30
H 0.879 0.143 -1.847 0.27
H 0.660 1.816 -1.674 0.29
H -1.872 0.306 -1.182 0.30
H -0.652 0.413 0.135 -0.12
H -1.932 2.191 0.234 0.27
C 1.314 -2.387 1.155 -0.77
C 0.719 -1.182 1.911 -0.79
H 2.210 -2.734 1.674 0.29
H 0.600 -3.209 1.092 0.26
H 1.618 -2.070 0.158 0.21
H -0.338 -1.156 1.675 0.19
H 1.140 -0.232 1.584 0.26
H 0.971 -1.270 2.960 0.36
```

The lowest unoccupied orbital energy is 0.988 eV. The calculation puts the HOMO energy at -10.2 eV. Its energy above the lowest of the compared OMol25 structures with the same formula, charge and spin is 20.04 kcal per mole. The gap between HOMO and LUMO is 11.2 eV. As for the SMILES: CCO.CC. The spin multiplicity is 1.